Entry from OMol25: one molecule with the formula C2H3NOS3 (ωB97M-V with the def2-TZVPD basis set).

Cartesian coordinates (Å):
C1 -0.845 -1.143 -0.139
H1 -0.913 1.202 -0.634
H2 -1.412 -2.730 0.016
H3 1.213 2.449 0.930
S1 -2.433 -0.750 0.174
S2 0.974 2.544 -0.533
N1 0.063 1.140 -0.416
S3 1.898 -0.670 0.489
C2 0.428 -0.144 0.024
O1 -0.482 -2.396 0.149

Summary:
- Energy above the lowest of the compared OMol25 structures with the same formula, charge and spin: 34.9 kcal per mole
- SMILES string: OC(=S)C(=S)NS
- Orbital gap: 7.66 eV

---

Entry from OMol25: C39H46Cl5MoN3 as an isolated structure (ωB97M-V with the def2-TZVPD basis set).

Cartesian coordinates (Å):
H1 3.981 -0.972 4.771
C1 -4.717 -1.274 -2.332
H2 -1.369 0.385 -3.487
H3 0.755 4.207 2.001
C2 0.033 -2.275 2.197
C3 1.341 -1.805 4.599
C4 -0.493 -2.693 0.840
C5 0.713 3.638 1.091
H4 1.893 -1.662 5.515
C6 -3.368 -0.964 -2.300
H5 1.610 5.031 -2.788
C7 1.269 1.616 -3.117
C8 -2.009 -2.886 0.829
Cl1 6.761 -2.159 -1.045
H6 0.710 0.823 -2.563
H7 1.251 1.611 4.855
H8 -0.804 -1.938 -2.404
H9 -1.229 2.666 -2.751
C9 0.822 2.998 -1.063
C10 0.686 -1.046 2.413
H10 0.421 -3.609 5.285
C11 -3.424 1.405 0.734
C12 0.452 1.232 1.933
C13 0.920 4.097 -0.207
H11 -6.651 -1.061 -1.420
C14 0.899 2.998 -2.567
C15 0.204 -3.988 0.413
H12 -0.497 3.404 -4.184
H13 0.344 1.443 2.989
H14 -3.240 -1.897 -4.202
C16 1.936 4.025 -3.035
C17 0.493 2.262 0.988
H15 -3.428 0.044 2.397
H16 -2.318 3.253 0.920
C18 -3.781 0.393 -0.330
H17 -0.224 -1.887 0.079
H18 2.978 1.922 4.973
H19 -3.267 3.112 -0.563
H20 2.067 3.962 -4.113
H21 1.008 1.544 -4.172
C19 2.399 -0.665 -0.734
C20 0.534 -2.917 4.466
H22 -2.530 -1.950 1.005
C21 3.880 -0.412 3.845
C22 -2.827 -0.206 -1.213
C23 -0.059 -3.178 3.247
N1 -1.507 -0.077 -0.992
C24 2.492 0.224 3.723
Cl2 1.592 -2.744 -2.223
H23 2.894 3.846 -2.551
C25 5.140 -1.599 -0.934
H24 4.645 0.361 3.829
H25 2.336 1.418 -3.010
H26 -0.602 -4.101 3.115
H27 -1.357 -0.478 -5.036
N2 0.544 -0.016 1.482
H28 1.287 -3.877 0.434
C26 -5.603 -0.803 -1.383
H29 4.063 -1.089 3.014
H30 -5.810 0.520 0.270
Mo1 0.223 -0.112 -0.542
Cl3 3.298 1.601 0.472
H31 -2.775 0.461 -4.551
H32 -4.364 1.819 1.118
H33 -2.414 1.465 2.646
Cl4 4.428 -3.827 -2.277
C27 -2.732 0.728 1.916
H34 -0.064 -4.796 1.091
H35 2.262 0.570 5.847
Cl5 6.113 0.563 0.332
C28 -2.637 2.569 0.139
H36 2.504 0.834 2.818
C29 2.228 1.136 4.921
H37 -2.339 -3.282 -0.129
H38 -1.762 2.207 -0.392
C30 -1.479 -2.411 -3.122
C31 4.833 -0.390 -0.320
C32 4.098 -2.329 -1.490
H39 -1.916 -3.299 -2.668
H40 1.131 5.111 -0.481
C33 3.512 0.044 -0.240
N3 0.546 1.890 -0.341
H41 -1.865 0.168 1.580
H42 -5.095 -1.888 -3.137
C34 -5.121 0.071 -0.429
C35 -2.559 -1.408 -3.496
H43 -0.104 -4.276 -0.589
C36 -0.490 3.387 -3.095
C37 1.453 -0.868 3.585
H44 -0.913 -2.716 -3.999
H45 -2.298 -3.589 1.607
C38 2.803 -1.837 -1.393
H46 -0.773 4.370 -2.724
C39 -1.974 -0.181 -4.192

Summary:
- Orbital gap (spin up / spin down): 6.86 / 6.75 eV

---

Entry from OMol25: a 2-piece molecular cluster, C22H43BrN3O10P2 overall (ωB97M-V with the def2-TZVPD basis set).

Cartesian coordinates (Å):
H1 -1.939 -5.042 -5.880
O1 -1.517 -0.679 0.035
O2 -0.071 -4.922 -4.984
H2 2.871 1.682 -2.421
H3 -5.291 2.962 4.097
H4 0.891 -0.159 -0.912
Br1 -4.659 0.237 4.616
C1 0.986 4.559 1.563
O3 -4.920 2.941 3.207
H5 -2.768 5.601 7.311
H6 2.837 -1.269 -3.975
P1 -4.411 1.458 2.745
H7 -2.218 2.244 6.055
C2 0.674 4.356 0.084
H8 2.578 -0.232 -0.516
H9 -2.996 -6.244 -3.997
O4 1.907 4.246 -0.639
C3 -1.487 -5.030 -4.885
C4 -1.700 1.419 1.794
C5 2.063 3.620 2.130
H10 4.202 -2.294 -3.454
C6 -0.309 1.643 1.942
O5 0.991 -2.190 -2.625
C7 0.434 -5.355 -6.239
H11 1.513 -5.459 -6.142
H12 0.425 -7.359 -4.127
C8 -2.537 4.557 7.114
C9 1.601 -0.559 -0.178
H13 0.219 -4.616 -7.016
H14 1.735 2.920 4.161
H15 2.204 0.222 1.706
H16 -0.824 -0.609 -0.640
H17 3.846 3.138 -2.433
H18 2.126 1.640 3.063
C10 3.119 2.573 -1.854
C11 1.268 0.033 1.184
C12 -1.913 2.420 4.003
H19 -1.643 4.302 7.678
N1 1.540 -2.013 -0.093
H20 3.697 -0.922 -2.488
H21 2.615 3.113 1.347
N2 0.134 2.260 3.025
H22 2.793 4.229 2.654
H23 -1.847 -4.138 -4.362
H24 0.693 -0.673 1.777
C13 1.572 2.566 3.150
N3 -0.617 2.644 4.046
H25 0.010 -6.318 -6.529
H26 0.636 -2.313 -0.429
O6 -3.709 0.657 0.069
C14 2.332 -2.625 -2.386
C15 -2.618 2.866 5.251
P2 -2.262 0.701 0.199
H27 0.056 4.549 2.128
H28 -3.669 2.661 5.203
H29 -3.089 4.964 5.105
H30 3.533 -2.224 -0.637
H31 1.372 5.572 1.657
H32 2.654 -3.724 -0.549
C16 -2.522 1.791 2.860
H33 -1.354 4.622 5.311
C17 -0.392 -8.073 -4.256
H34 -0.603 -8.556 -3.296
O7 -1.556 -7.451 -4.770
H35 -0.085 -8.835 -4.970
H36 0.641 -2.698 -3.362
H37 -2.116 2.342 -1.138
H38 3.578 2.275 -0.915
O8 0.567 1.310 1.003
O9 -1.539 1.603 -0.897
C18 -1.906 -6.254 -4.103
H39 0.143 5.222 -0.303
O10 0.922 3.245 -2.358
H40 -3.370 3.972 7.499
C19 1.871 3.365 -1.660
C20 -2.357 4.336 5.611
C21 2.572 -2.684 -0.856
C22 3.334 -1.730 -3.126
H41 2.450 -3.618 -2.820
H42 -1.471 -6.229 -3.098
H43 0.080 3.459 -0.067

Summary:
- Total charge: +1
- Orbital gap: 6.40 eV

---

Entry from OMol25: C10H16ClI2NOPW as an isolated structure (ωB97M-V with the def2-TZVPD basis set).

Cartesian coordinates (Å):
W1 1.300 -0.005 -0.493
H1 -1.813 1.634 -3.525
I1 1.683 -2.601 -0.325
C1 -0.712 0.820 3.172
H2 1.289 -1.959 2.669
H3 2.120 0.448 1.956
C2 -0.263 -1.758 4.239
C3 -1.247 -0.931 4.796
C4 0.519 -1.305 3.138
N1 1.136 0.542 1.629
C5 0.751 0.334 -4.079
H4 -2.255 0.985 4.688
H5 -1.994 1.613 -1.746
C6 -1.265 1.642 -2.570
H6 1.395 -0.540 -4.156
C7 -1.462 0.349 4.263
H7 1.339 1.248 -4.087
H8 -0.896 1.792 2.725
H9 -0.757 -2.126 -2.927
I2 2.596 2.325 -0.289
H10 -1.751 -0.987 -3.905
H11 -0.107 -2.768 4.628
C8 0.301 -0.019 2.666
H12 -1.847 -1.287 5.642
P1 -0.168 0.226 -2.485
C9 -1.306 -1.170 -2.907
H13 0.989 1.545 1.578
C10 2.728 0.365 -1.979
H14 -0.696 2.581 -2.509
H15 0.018 0.341 -4.890
H16 -2.109 -1.242 -2.157
O1 3.484 0.265 -2.877
Cl1 -0.997 -0.359 0.116

Summary:
- Energy above the lowest of the compared OMol25 structures with the same formula, charge and spin: 0.0 kcal per mole
- Total charge: +3
- Orbital gap (spin up / spin down): 6.15 / 5.59 eV
- Multiplicity: 3

---

Entry from OMol25: C34H50BCl10NO3 as an isolated structure (ωB97M-V with the def2-TZVPD basis set).

Cartesian coordinates (Å):
C1 6.428 -0.244 5.181
H1 8.180 -0.963 4.109
Cl1 0.378 -1.716 -1.938
H2 6.329 1.019 0.651
C2 7.541 -1.253 4.949
C3 -2.370 -1.835 0.775
H3 -4.683 3.209 -7.609
C4 -1.378 -1.980 2.115
H4 -4.007 -3.843 -3.563
H5 -1.538 3.164 6.131
H6 0.928 -2.169 -4.172
H7 5.731 -0.582 5.954
H8 4.219 -3.869 0.899
H9 -3.782 -6.227 -0.614
C5 4.226 2.646 1.813
H10 -1.491 4.514 -3.917
C6 -2.674 -5.285 -2.406
C7 -2.463 0.898 1.398
C8 5.321 -3.437 1.036
C9 -3.967 -4.228 -2.435
H11 -4.616 1.650 -6.771
H12 3.648 -0.932 0.686
H13 5.018 -0.742 1.969
H14 -4.954 -1.196 -2.863
Cl2 -3.902 3.446 -5.412
C10 -4.916 2.698 -6.671
N1 -4.096 2.243 -2.595
B1 -4.480 1.468 -1.347
C11 1.668 1.869 2.364
H15 -2.270 -4.193 0.131
C12 -3.678 -2.888 -1.497
H16 -4.213 3.291 -2.453
Cl3 -0.975 4.637 -0.250
H17 -1.648 -4.724 -2.189
C13 -6.400 2.829 -6.367
H18 4.450 2.726 -0.503
Cl4 -2.661 -1.550 -3.493
O1 -3.255 1.877 1.843
Cl5 0.474 3.505 -3.131
Cl6 6.912 -2.888 4.628
H19 -6.034 1.407 -0.051
C14 -2.878 -6.508 -1.313
H20 -0.355 3.176 1.630
O2 -5.398 2.120 -0.352
Cl7 -6.889 1.846 -4.963
H21 -0.790 -0.285 -4.187
H22 -4.992 -4.747 -2.211
H23 -4.826 2.013 -3.318
C15 -4.283 -1.381 -1.895
Cl8 -2.180 1.608 7.790
C16 -3.926 -0.050 -0.950
H24 4.841 1.983 2.578
C17 -1.184 4.130 -2.939
H25 5.080 -2.242 -0.893
H26 -0.538 6.034 -2.105
C18 -1.262 5.239 -1.901
H27 1.641 -2.064 2.986
C19 -2.727 -3.144 -0.158
H28 -2.979 2.238 5.678
H29 -1.516 0.176 5.344
C20 -0.263 -0.743 2.269
H30 6.852 0.712 5.500
H31 5.434 0.547 -1.015
C21 4.184 1.929 0.339
H32 8.168 -1.325 5.843
C22 -1.134 1.200 5.285
C23 -2.963 -0.324 0.371
H33 -6.987 2.475 -7.219
C24 5.571 -2.043 0.174
H34 -1.171 -1.609 -5.302
C25 -0.867 0.768 1.880
H35 4.864 3.646 1.677
H36 -6.681 3.868 -6.167
C26 -1.059 -1.344 -4.246
C27 -0.003 -2.228 -3.601
Cl9 0.570 1.184 5.805
C28 4.815 -0.727 0.793
C29 1.297 -0.966 2.727
H37 -0.317 -3.275 -3.571
H38 -1.904 -6.581 -0.630
H39 2.329 4.025 1.802
H40 -1.836 3.290 -2.682
H41 2.870 3.410 3.552
C30 2.264 0.361 2.776
C31 -1.977 2.161 6.108
C32 2.768 3.098 2.410
H42 6.729 -1.874 0.123
C33 0.077 2.110 1.920
H43 -2.992 -7.552 -1.837
H44 6.052 -4.299 0.669
H45 -2.511 -5.819 -3.456
Cl10 5.493 0.078 3.698
H46 -1.141 1.506 4.235
O3 -1.474 -2.961 3.016
H47 3.417 0.265 3.067
C34 5.301 0.705 0.159
H48 -2.263 5.681 -1.907
H49 3.153 1.466 0.037
H50 5.502 -3.310 2.189

Summary:
- Orbital gap: 6.76 eV

---

Entry from OMol25: CH10CdO8 as an isolated structure (ωB97M-V with the def2-TZVPD basis set).

Cartesian coordinates (Å):
H1 14.824 -23.826 14.709
O1 17.416 -23.992 14.129
O2 17.772 -20.805 16.541
O3 17.910 -21.971 18.532
Cd1 16.708 -21.963 14.895
H2 18.998 -20.917 14.677
H3 19.204 -21.524 13.346
H4 15.880 -21.132 12.245
H5 13.809 -23.115 15.419
C1 17.887 -21.794 17.261
O4 14.670 -22.949 15.008
O5 17.359 -22.861 16.711
O6 18.469 -21.209 13.897
O7 15.455 -20.171 15.026
H6 18.107 -24.301 14.742
H7 14.593 -20.354 15.409
O8 15.769 -22.017 12.542
H8 17.375 -24.553 13.396
H9 15.130 -19.341 14.679
H10 14.839 -22.119 12.732

Summary:
- Energy above the lowest of the compared OMol25 structures with the same formula, charge and spin: 23.9 kcal per mole
- Orbital gap: 4.92 eV